Entry from the Open Molecules 2025 dataset: a cluster of 16 separate species, C30H92O23 in total at a distorted geometry (wB97M-V/def2-TZVPD).

Structure (XYZ):
```
145
Properties=species:S:1:pos:R:3:forces:R:3:mulliken_charge:R:1
C 6.724920 -1.699353 -4.133640 0.566 -0.204 0.208 -0.60
O 5.723335 -1.440525 -5.085959 0.387 -0.065 0.053 -0.31
C 5.766082 -0.109654 -5.569998 -0.862 -0.342 -0.178 -0.79
C 5.206283 0.919316 -4.603603 0.462 -0.272 -0.170 0.03
O 3.831921 0.681764 -4.389482 0.002 0.657 0.102 -0.27
C 3.249834 1.865655 -3.826717 -0.363 -1.252 -0.355 -0.61
H 6.549851 -1.150331 -3.204994 0.106 -0.054 0.076 0.16
H 7.733692 -1.479434 -4.513566 -0.119 0.447 -0.095 0.33
H 6.797322 -2.767599 -3.922428 -0.605 -0.014 0.017 0.25
H 5.109280 -0.154842 -6.440833 0.081 0.272 -0.101 0.29
H 6.772276 0.165573 -5.900405 0.123 0.022 0.125 0.40
H 5.354582 1.918258 -5.031885 0.021 0.021 -0.134 0.38
H 5.772469 0.897414 -3.663442 -0.152 0.011 0.164 0.01
H 3.772520 2.092768 -2.896056 0.021 0.524 -0.040 0.17
H 2.211423 1.619551 -3.600857 -0.001 -0.013 0.122 0.00
H 3.230340 2.660333 -4.571813 0.300 0.329 0.261 0.52
C 1.873993 -1.438865 5.973217 0.387 -0.375 0.100 -0.79
O 1.511122 -0.425936 5.057452 -0.044 0.376 0.557 -0.42
C 0.507528 0.437666 5.571703 -0.899 0.156 -0.944 0.34
C 0.878256 1.526480 6.574171 -0.378 -0.723 -0.200 -0.15
O 1.328700 0.986503 7.802799 0.370 0.236 -0.122 -0.45
C 0.283870 0.576399 8.649712 0.373 0.046 0.597 -0.71
H 2.448804 -2.192042 5.433149 0.029 0.129 -0.065 0.27
H 0.995592 -1.944473 6.392822 -0.095 0.148 -0.052 0.26
H 2.477573 -1.050062 6.796329 -0.049 0.011 -0.035 0.29
H -0.336189 -0.167232 5.932717 0.188 -0.140 0.365 0.28
H 0.087349 0.925120 4.689359 0.200 0.226 0.049 -0.23
H -0.020618 2.124899 6.762080 -0.103 0.014 -0.159 0.18
H 1.604826 2.207713 6.132169 0.389 -0.185 0.297 0.24
H 0.752034 0.286818 9.591259 0.011 -0.014 -0.020 0.29
H -0.272641 -0.296198 8.297474 -0.098 0.117 -0.267 0.29
H -0.384375 1.413727 8.874898 -0.210 -0.063 -0.163 0.30
C 1.368535 2.224000 -0.454934 0.511 -0.043 -0.612 0.80
O 1.137439 1.044821 0.282474 -0.266 0.319 0.395 -0.09
C -0.101422 1.068489 0.995709 0.198 -0.814 -0.325 -0.69
C -1.288645 0.955290 0.068195 -0.314 0.104 0.421 0.32
O -1.241358 -0.312244 -0.582411 -0.129 0.028 0.166 0.10
C -2.509956 -0.815663 -0.951474 -0.335 -0.302 -0.488 -0.58
H 0.610138 2.369819 -1.227804 -0.167 0.204 0.212 -0.34
H 2.307358 2.106671 -0.995822 0.031 -0.197 0.121 -0.88
H 1.485890 3.112478 0.167376 -0.355 -0.052 0.236 0.30
H -0.185635 1.886941 1.715746 0.031 0.388 -0.313 0.38
H -0.063015 0.154052 1.593753 -0.158 -0.034 0.026 0.42
H -1.376854 1.763116 -0.662889 0.207 -0.037 -0.040 -0.34
H -2.187070 1.016796 0.683958 -0.142 -0.070 0.157 0.25
H -3.220026 -0.030532 -1.227397 0.260 0.107 -0.242 0.40
H -3.024759 -1.421078 -0.195644 0.431 0.113 0.413 0.09
H -2.321186 -1.475258 -1.800795 -0.264 0.094 -0.102 -0.02
C -3.313851 -4.656056 0.440288 0.373 0.505 -0.368 -0.75
O -4.381336 -4.444961 1.336856 0.322 -0.287 0.009 -0.11
C -5.215906 -5.563899 1.400178 -0.857 -0.470 0.376 -0.65
C -6.372820 -5.305515 2.354644 -0.253 -0.457 -0.877 -0.57
O -5.906340 -4.977481 3.631556 0.127 0.229 0.393 -0.44
C -6.924221 -5.012590 4.630430 0.093 0.033 -0.628 -0.84
H -3.671755 -4.607961 -0.594120 0.010 -0.200 -0.029 0.37
H -2.763140 -5.588217 0.599413 -0.307 -0.183 0.137 0.35
H -2.578385 -3.858049 0.560455 -0.210 0.108 0.147 0.06
H -4.703194 -6.482644 1.716953 0.383 0.249 0.139 0.35
H -5.666879 -5.820192 0.429568 0.085 0.241 -0.119 0.36
H -6.982965 -6.220207 2.385266 0.174 -0.138 0.141 0.44
H -7.052982 -4.571352 1.902675 0.209 0.478 0.389 0.33
H -7.685442 -4.258296 4.413568 -0.169 -0.145 -0.048 0.33
H -6.491973 -4.766002 5.595436 0.224 -0.173 -0.039 0.26
H -7.339191 -6.022239 4.610438 -0.288 0.088 0.357 0.34
C -0.069402 4.320912 4.070843 0.632 0.632 0.210 -0.99
O -0.689009 3.102640 4.374962 -0.478 -0.550 -0.317 0.12
C -2.078538 3.227088 4.637400 0.348 0.793 -0.283 -0.82
C -2.808126 1.915815 4.620848 -0.692 -0.439 0.728 -0.34
O -3.176925 1.584090 3.303834 0.225 0.084 -0.627 -0.07
C -4.115939 0.516578 3.226245 0.648 -0.028 -0.248 -0.76
H 0.098415 4.924934 4.972341 -0.160 -0.022 0.080 0.30
H -0.607936 4.951796 3.355836 -0.274 -0.278 -0.069 0.36
H 0.917396 4.120879 3.652708 -0.069 -0.250 -0.025 0.24
H -2.511699 3.859753 3.853773 -0.145 -0.004 -0.035 0.32
H -2.221468 3.778170 5.572460 -0.071 -0.223 0.245 0.47
H -3.729282 1.971705 5.221765 0.013 0.475 -0.025 0.49
H -2.272961 1.100239 5.126930 0.400 0.066 -0.380 0.02
H -3.697402 -0.348469 3.741303 -0.508 -0.073 0.268 0.19
H -4.208181 0.240711 2.177909 -0.008 0.094 -0.104 0.26
H -5.097089 0.841928 3.576780 0.023 -0.222 0.333 0.35
C -1.107656 -4.085260 -4.652999 0.096 1.018 -0.349 -0.31
O -1.898413 -3.689060 -5.749378 -0.436 -0.434 -0.342 -0.37
C -1.691201 -2.373248 -6.186251 -0.023 0.112 0.619 -0.23
C -2.398387 -2.135018 -7.497599 0.572 -0.401 0.088 -0.60
O -1.727619 -2.897399 -8.487150 0.127 0.191 -0.109 -0.29
C -2.154946 -2.566087 -9.779492 -0.355 0.360 -0.586 -0.73
H -1.422797 -5.088724 -4.385693 0.239 -0.060 0.044 0.28
H -1.242354 -3.387592 -3.813548 -0.092 -0.179 0.118 -0.07
H -0.054351 -4.001493 -4.946250 0.079 -0.449 0.215 0.30
H -0.623997 -2.141329 -6.300670 0.074 -0.212 -0.171 0.31
H -2.053436 -1.687274 -5.405607 -0.183 0.173 -0.145 0.21
H -2.309782 -1.065689 -7.716767 -0.141 0.083 -0.135 0.36
H -3.451081 -2.424038 -7.465238 -0.125 0.063 0.178 0.33
H -3.078414 -3.077003 -10.080883 -0.070 -0.031 0.268 0.27
H -1.412769 -2.813025 -10.539368 0.263 -0.195 0.355 0.25
H -2.334296 -1.486422 -9.864114 -0.012 -0.009 -0.009 0.30
C 3.927830 -0.809383 -1.350290 -0.785 -0.021 -0.849 -0.49
O 5.191430 -0.324166 -0.969399 -0.063 -0.377 0.264 -0.36
C 5.050469 0.745736 -0.070253 0.427 -0.319 0.920 0.19
C 6.413792 1.235980 0.384452 -0.356 0.773 -0.809 -0.92
O 7.175906 1.512686 -0.777373 0.232 -0.225 0.099 -0.18
C 8.442264 2.043256 -0.482866 0.148 -0.094 0.386 -0.85
H 3.251833 -1.078205 -0.530829 0.252 0.293 0.322 0.35
H 3.982419 -1.696552 -1.983299 0.643 0.005 0.066 0.35
H 3.435318 -0.070308 -1.991196 -0.210 0.035 0.216 0.08
H 4.534567 0.431960 0.848191 -0.225 -0.062 -0.109 0.31
H 4.454330 1.560511 -0.492679 0.130 0.103 -0.269 -0.23
H 6.935422 0.554644 1.062265 -0.029 -0.274 -0.176 0.44
H 6.244978 2.177149 0.928099 0.020 -0.063 0.191 0.39
H 8.361374 3.076133 -0.123651 0.079 0.088 -0.177 0.32
H 9.071376 1.971433 -1.367665 -0.157 0.224 -0.128 0.22
H 8.959185 1.480236 0.306493 -0.146 -0.124 0.011 0.32
O -3.978778 3.512995 1.253429 -0.070 -0.280 0.184 -0.71
H -3.621500 2.818676 1.832737 -0.054 0.101 0.164 0.34
H -4.476376 4.094178 1.837359 0.037 0.012 -0.088 0.29
O 0.651966 -1.576399 -2.290471 -0.120 0.032 -0.279 -0.51
H 0.842250 -2.402611 -1.836159 0.029 0.038 -0.041 0.27
H 0.047759 -1.103562 -1.699916 0.140 -0.036 0.610 0.40
O -2.610669 3.007606 -2.823989 0.215 -0.415 -0.397 -0.66
H -2.498692 3.678218 -3.507070 -0.110 -0.047 0.031 0.31
H -2.126797 2.217484 -3.157620 -0.226 0.382 0.353 0.27
O 2.482882 5.107344 -1.243535 -0.194 0.098 0.182 -0.68
H 1.704723 5.302137 -0.705165 0.059 0.020 -0.048 0.32
H 3.179927 4.913443 -0.607452 0.022 -0.022 -0.127 0.30
O 2.620982 1.270017 2.705609 -0.281 -0.033 0.018 -0.65
H 2.335885 0.784892 3.493137 0.083 -0.098 -0.067 0.28
H 2.010114 1.002735 1.994637 0.474 0.103 0.112 0.32
O -2.001876 4.434351 -0.453465 0.121 -0.359 -0.124 -0.67
H -2.032264 3.976721 -1.320480 -0.284 0.144 0.643 0.32
H -2.700565 4.023847 0.102614 0.345 0.387 -0.496 0.38
O -1.117385 0.719385 -3.468778 0.129 -0.101 -0.229 -0.42
H -0.616309 0.048620 -2.983440 -0.062 0.130 -0.123 0.01
H -0.710185 0.739973 -4.343320 0.016 -0.047 0.090 0.22
C -2.990627 -3.000921 3.758613 -0.282 -0.252 0.260 -0.31
O -4.334135 -2.777529 4.159810 0.097 -0.206 0.189 -0.56
H -2.835452 -2.561884 2.771271 0.324 -0.059 -0.031 -0.05
H -2.302052 -2.580084 4.494929 -0.112 0.362 -0.081 0.22
H -2.748954 -4.066839 3.746492 -0.082 -0.031 -0.290 0.34
H -4.856707 -3.564778 3.907551 0.206 0.358 -0.062 0.54
C 0.120839 4.110185 -3.729856 0.264 -0.136 0.930 -0.34
O 1.390441 4.698783 -3.924542 -0.187 -0.008 -0.068 -0.53
H -0.361660 3.963192 -4.693905 -0.039 0.085 0.008 0.35
H 0.201731 3.155635 -3.194699 0.053 -0.233 -0.426 -0.02
H -0.490582 4.700735 -3.036935 -0.201 0.310 -0.430 0.32
H 1.738209 4.870791 -3.039595 0.340 0.037 -0.113 0.32
```
Positions in Å, forces in eV/Å.

Results
HOMO: -9.0404 eV
Lowest unoccupied orbital energy: 0.4205 eV